{"formula": "C31H34GaGeN2O3", "method": "ωB97M-V/def2-TZVPD", "symbols": ["Ga", "O", "C", "C", "C", "C", "C", "C", "C", "C", "N", "H", "H", "H", "H", "H", "H", "H", "H", "H", "H", "H", "O", "C", "N", "C", "C", "C", "C", "C", "C", "Ge", "C", "C", "C", "C", "C", "C", "C", "C", "C", "C", "C", "C", "H", "H", "H", "H", "H", "H", "H", "H", "H", "H", "H", "H", "H", "H", "H", "C", "C", "C", "O", "C", "H", "H", "H", "H", "H", "H", "H", "H"], "coordinates": [[-1.093669, 0.115559, -0.625609], [-2.527298, 1.333275, 0.600880], [-2.648059, 2.751430, 0.755009], [-3.177826, 3.443958, -0.502068], [-2.541945, 2.924497, -1.807268], [-1.054566, 3.051502, -1.779973], [-0.405371, 4.178978, -2.282238], [0.968198, 4.296505, -2.162472], [1.673350, 3.282084, -1.524524], [0.969128, 2.190351, -1.065624], [-0.350966, 2.070386, -1.205553], [-3.415841, 0.959291, 0.505973], [-1.643906, 3.104428, 0.999453], [-3.312707, 2.962372, 1.599657], [-2.987784, 4.513554, -0.397836], [-4.256502, 3.299334, -0.578558], [-2.952002, 3.503236, -2.635875], [-2.803819, 1.868744, -1.953330], [-0.981278, 4.948956, -2.772617], [1.482599, 5.161249, -2.553212], [2.743323, 3.334287, -1.403904], [1.459821, 1.371963, -0.551325], [-3.864587, -2.746501, -1.509951], [-3.243320, -1.791833, -1.345884], [-2.658254, -0.756563, -1.177479], [3.656634, -3.664619, -0.513631], [2.602422, -4.216824, 0.198897], [1.604617, -3.404382, 0.708409], [1.670597, -2.023571, 0.536997], [2.725400, -1.480177, -0.194229], [3.713836, -2.292651, -0.718241], [0.319460, -0.852739, 1.389481], [-1.136025, -1.775663, 2.362018], [-1.390559, -1.459258, 3.694477], [-2.310939, -2.200792, 4.415361], [-2.996988, -3.242058, 3.805916], [-2.754386, -3.555798, 2.474525], [-1.835112, -2.815851, 1.753093], [1.041014, 0.759732, 2.275891], [0.153383, 1.696942, 2.803760], [0.624359, 2.815130, 3.466176], [1.992550, 3.012609, 3.600984], [2.883854, 2.076871, 3.094416], [2.411882, 0.957806, 2.430565], [4.427999, -4.302085, -0.916942], [2.556316, -5.284062, 0.353290], [0.781458, -3.842739, 1.256430], [2.779591, -0.409410, -0.347415], [4.527062, -1.863701, -1.285649], [-0.849941, -0.654613, 4.175260], [-2.488412, -1.967820, 5.455481], [-3.731964, -3.802413, 4.364765], [-3.280341, -4.372435, 2.001711], [-1.653714, -3.054325, 0.710109], [-0.912670, 1.528922, 2.707979], [-0.069419, 3.530496, 3.883587], [2.363281, 3.892874, 4.104221], [3.947089, 2.218387, 3.224884], [3.109489, 0.220037, 2.056855], [1.147066, -2.563960, -3.438882], [1.567021, -1.318155, -4.213930], [1.226260, -0.189393, -3.242228], [0.210550, -0.703142, -2.340750], [-0.095054, -2.065931, -2.721962], [1.912040, -2.839663, -2.715456], [0.939721, -3.416930, -4.077365], [0.985253, -1.224556, -5.129054], [2.622754, -1.319500, -4.468695], [0.834585, 0.691719, -3.754244], [2.097687, 0.097074, -2.646047], [-0.961801, -2.066609, -3.390894], [-0.344624, -2.623815, -1.815597]], "atomic_forces_ev_per_a": [[-0.4, 0.9, -0.9], [0.0, -0.6, -0.1], [0.1, 0.8, -0.1], [0.1, -0.4, 0.0], [-0.1, -0.1, 0.1], [-0.3, 0.5, -0.4], [0.0, -0.2, 0.1], [-0.1, -0.2, 0.1], [-0.1, 0.0, 0.0], [0.7, 0.0, 0.1], [-0.4, -1.4, 0.3], [0.1, -0.3, 0.0], [-0.1, 0.0, 0.0], [0.2, -0.1, 0.0], [-0.1, 0.0, 0.0], [0.0, 0.1, 0.0], [0.0, -0.2, 0.0], [-0.1, 0.2, -0.1], [-0.1, 0.0, 0.0], [0.0, 0.1, 0.0], [0.1, 0.0, 0.1], [0.1, 0.1, -0.1], [-0.5, -0.9, -0.2], [0.2, 0.4, 0.1], [1.2, 1.1, 0.2], [-0.1, 0.0, 0.0], [0.0, -0.1, -0.1], [-0.2, -0.1, 0.1], [-0.7, 0.6, 0.3], [0.0, 0.3, 0.0], [0.0, 0.1, 0.0], [0.6, -0.5, 0.9], [0.7, 0.5, -0.7], [0.1, 0.2, 0.2], [0.0, 0.1, 0.1], [0.0, 0.0, 0.0], [0.0, 0.0, -0.1], [0.0, -0.1, -0.3], [-0.4, -0.7, -0.5], [-0.3, -0.1, -0.1], [0.0, 0.1, 0.0], [0.0, 0.0, 0.0], [0.1, 0.0, 0.0], [0.2, -0.2, -0.2], [0.1, -0.1, 0.0], [0.0, -0.1, 0.0], [0.0, -0.1, 0.1], [0.1, 0.1, 0.0], [0.1, 0.0, 0.0], [0.0, 0.0, 0.1], [0.0, 0.0, 0.0], [0.0, -0.1, 0.0], [0.0, 0.0, 0.0], [0.0, -0.1, 0.0], [-0.1, 0.1, 0.0], [0.0, 0.0, 0.0], [0.0, 0.0, 0.1], [0.0, 0.0, 0.0], [0.1, 0.0, 0.0], [-0.1, 0.1, 0.2], [-0.2, 0.0, 0.2], [0.4, 0.4, -0.2], [-0.5, 0.2, 0.6], [-0.2, -0.6, -0.1], [0.0, -0.1, 0.0], [0.0, 0.0, 0.0], [0.0, 0.0, 0.0], [0.0, 0.0, 0.0], [0.0, 0.0, 0.1], [-0.1, 0.0, 0.0], [0.0, 0.1, 0.1], [0.1, 0.0, 0.0]], "lowdin_spin": [0.198, 0.023, 0.002, 0.000, 0.001, 0.004, 0.002, -0.001, 0.000, 0.006, 0.048, 0.000, 0.000, 0.000, 0.000, 0.000, 0.000, 0.000, 0.000, 0.000, 0.000, 0.003, 0.018, 0.010, 0.051, 0.028, 0.002, 0.022, 0.051, 0.019, 0.001, 0.171, 0.069, 0.028, 0.005, 0.038, 0.002, 0.024, 0.047, 0.022, 0.000, 0.031, 0.003, 0.020, 0.001, 0.000, 0.001, 0.000, 0.000, 0.001, 0.000, 0.002, 0.000, 0.000, 0.000, 0.000, 0.002, 0.000, 0.001, 0.000, 0.001, 0.002, 0.037, 0.001, 0.000, 0.000, 0.000, 0.000, 0.000, 0.000, 0.000, 0.000], "e_above_lowest_kcal_mol": 22.86, "charge": 2, "gap_ev": [8.83, 5.08], "multiplicity": 2, "s_squared": 0.7575}

=====

{"formula": "C31H34N3S", "method": "ωB97M-V/def2-TZVPD", "symbols": ["C", "C", "C", "N", "C", "S", "C", "C", "N", "C", "C", "C", "N", "C", "C", "C", "C", "C", "C", "C", "C", "H", "H", "H", "H", "H", "H", "H", "H", "H", "H", "H", "H", "H", "H", "H", "H", "H", "H", "H", "H", "H", "C", "C", "C", "C", "C", "C", "C", "C", "C", "C", "C", "C", "C", "C", "H", "H", "H", "H", "H", "H", "H", "H", "H", "H", "H", "H", "H"], "coordinates": [[-4.214930, 0.650530, -0.347096], [-3.319177, 0.337987, 0.838123], [-2.032597, 1.138828, 0.827349], [-4.069587, 0.563344, 2.090307], [-4.144351, -0.523311, 2.771064], [-4.882661, -0.608986, 4.337332], [-3.742280, 0.729818, 5.073908], [-4.032548, 0.906531, 6.503648], [-4.286832, 1.007306, 7.632469], [-3.450440, -1.737396, 2.107769], [-2.294451, -2.296391, 2.939427], [-4.485175, -2.799310, 1.769808], [-2.976857, -1.102154, 0.880383], [-1.897185, -1.628473, 0.176701], [-1.919434, -2.072361, -1.101057], [-0.811733, -2.683605, -1.804763], [-1.059774, -3.365334, -3.028229], [-0.022533, -3.962017, -3.736952], [1.295269, -3.906839, -3.245727], [1.550309, -3.258669, -2.024334], [0.515134, -2.654826, -1.309470], [-4.452117, 1.721573, -0.345811], [-3.713174, 0.387447, -1.286119], [-5.159217, 0.092081, -0.259991], [-2.267605, 2.198500, 0.953370], [-1.392130, 0.810791, 1.659509], [-1.513679, 0.977637, -0.123262], [-2.721807, 0.364524, 4.935119], [-3.917100, 1.646442, 4.507015], [-2.680461, -2.613918, 3.916433], [-1.858678, -3.158721, 2.415405], [-1.522562, -1.529781, 3.104565], [-4.900077, -3.225990, 2.694111], [-5.303805, -2.328023, 1.204431], [-4.017908, -3.583154, 1.159057], [-0.963807, -1.672415, 0.764387], [-2.879100, -2.058518, -1.645325], [-2.089232, -3.436118, -3.386016], [-0.233189, -4.481084, -4.673131], [2.109900, -4.358042, -3.812327], [2.570552, -3.238950, -1.634019], [0.714230, -2.164254, -0.350508], [3.226110, 1.391035, -5.840305], [3.280740, 1.413284, -4.350172], [3.315484, 0.188977, -3.663419], [3.337058, 0.158867, -2.286707], [3.277049, 1.365100, -1.520407], [3.328029, 1.237732, -0.111865], [3.696004, 2.207625, 0.847626], [3.716574, 1.797341, 2.223325], [3.963804, 2.706453, 3.238765], [4.193365, 4.060599, 2.931091], [4.273440, 4.472630, 1.591420], [4.108199, 3.553048, 0.558636], [3.150122, 2.594512, -2.235999], [3.205925, 2.610094, -3.621039], [3.278744, 2.396527, -6.259284], [4.039513, 0.787237, -6.254431], [2.288632, 0.925967, -6.165644], [3.323098, -0.742384, -4.236900], [3.439484, -0.788810, -1.754805], [3.142751, 0.233052, 0.275749], [3.567163, 0.737215, 2.443874], [3.981049, 2.369548, 4.275343], [4.318276, 4.791456, 3.730470], [4.495015, 5.513917, 1.345304], [4.358942, 3.842943, -0.461909], [3.002087, 3.528056, -1.692136], [3.166145, 3.563281, -4.154132]], "atomic_forces_ev_per_a": [[-0.3, 0.3, 0.1], [0.0, -1.0, 0.4], [0.0, 0.5, 0.2], [0.2, -0.8, 0.4], [1.2, 0.7, -2.1], [0.4, 0.7, 1.2], [-0.7, -0.6, -0.1], [-0.4, 0.0, 1.1], [0.4, -0.1, -1.7], [0.0, 0.6, -0.1], [-0.3, 0.0, 0.3], [-0.3, -0.1, 0.2], [-1.0, 0.2, -0.4], [0.6, -0.4, -0.4], [-1.2, 0.4, 1.1], [1.2, -0.6, -0.8], [0.2, 0.4, 0.8], [0.5, 0.0, 0.2], [-0.5, 0.3, 0.2], [-0.2, -0.1, -0.3], [-0.4, -0.1, -0.4], [0.0, -0.2, -0.1], [-0.1, 0.0, 0.2], [0.4, 0.1, -0.1], [0.2, 0.0, -0.1], [-0.1, 0.1, -0.2], [0.0, 0.1, 0.2], [-0.1, 0.2, 0.1], [0.1, -0.2, 0.2], [0.2, -0.1, -0.2], [0.0, 0.2, 0.3], [-0.1, -0.2, -0.1], [0.1, -0.1, -0.3], [0.3, -0.3, 0.1], [-0.2, 0.1, 0.2], [-0.1, -0.3, -0.4], [0.4, 0.1, 0.4], [0.3, 0.1, 0.0], [0.1, 0.1, 0.3], [-0.2, 0.1, 0.2], [-0.3, 0.0, -0.1], [0.0, -0.2, -0.4], [0.1, 0.2, -0.2], [-0.2, -0.3, 0.2], [0.1, -0.2, 0.2], [-0.1, 0.1, 0.2], [-0.4, -0.1, -0.3], [0.7, 0.2, -0.5], [0.4, 0.5, 0.9], [-0.1, 0.2, -0.4], [0.1, 0.1, -0.1], [-0.3, -0.4, -0.3], [0.1, -0.3, -0.3], [-0.1, -0.2, 0.4], [0.3, 0.0, -0.2], [0.0, 0.2, 0.4], [0.0, -0.1, 0.0], [-0.1, 0.1, 0.1], [0.1, 0.1, 0.0], [0.1, 0.3, 0.3], [-0.2, 0.2, -0.2], [0.1, 0.2, -0.1], [-0.2, 0.4, 0.0], [0.0, 0.1, -0.3], [0.0, -0.2, -0.2], [0.0, -0.4, 0.1], [-0.2, 0.0, 0.5], [-0.1, -0.4, -0.3], [-0.1, -0.3, 0.2]], "mulliken_charge": [-1.508, 1.424, -1.776, -0.532, -0.301, -0.118, -0.267, 0.064, -0.381, 1.585, -1.876, -1.638, 0.697, -0.963, -0.206, 0.919, -0.498, -0.563, -0.550, -0.690, -0.234, 0.383, 0.287, 0.325, 0.440, 0.337, 0.355, 0.210, 0.361, 0.459, 0.409, 0.359, 0.463, 0.357, 0.306, 0.143, 0.291, 0.367, 0.382, 0.419, 0.469, 0.298, -1.422, 1.069, -0.667, -0.581, 0.766, -0.309, 0.826, -0.653, -0.579, -0.307, -0.710, -0.272, -0.620, -0.832, 0.378, 0.369, 0.336, 0.457, 0.344, 0.293, 0.380, 0.396, 0.394, 0.395, 0.580, 0.614, 0.344], "e_above_lowest_kcal_mol": 78.64, "charge": 1, "gap_ev": 4.15, "multiplicity": 1}